Entry 1:
{"formula": "C41H42AsFeGe2N2O7S", "method": "wB97M-V/def2-TZVPD", "species": ["Fe", "S", "C", "C", "C", "C", "C", "C", "As", "C", "C", "C", "C", "C", "C", "C", "C", "C", "C", "C", "C", "H", "H", "H", "H", "H", "H", "H", "H", "H", "H", "H", "H", "H", "H", "O", "C", "O", "C", "C", "C", "C", "C", "C", "O", "N", "O", "O", "N", "O", "O", "H", "H", "C", "C", "Ge", "C", "C", "C", "C", "Ge", "C", "C", "C", "C", "C", "C", "C", "C", "C", "C", "H", "H", "H", "H", "H", "H", "H", "H", "H", "H", "H", "H", "H", "H", "H", "H", "H", "H", "H", "H", "H", "H", "H", "H", "H", "H"], "coordinates": [[0.8758, -0.2791, -0.5618], [1.7684, 1.8738, -0.6379], [2.0066, 3.3280, 0.3156], [1.9818, 4.5452, -0.3733], [2.1681, 5.7441, 0.2905], [2.3750, 5.7431, 1.6656], [2.3955, 4.5365, 2.3495], [2.2174, 3.3198, 1.6930], [2.2640, 1.5804, 2.6074], [2.5695, 2.2626, 4.4260], [1.5941, 2.2775, 5.4172], [1.8982, 2.6999, 6.7062], [3.1824, 3.1153, 7.0205], [4.1679, 3.0951, 6.0420], [3.8641, 2.6621, 4.7608], [0.3367, 1.3073, 2.7837], [-0.6206, 2.2813, 2.5193], [-1.9708, 1.9725, 2.5920], [-2.3760, 0.6882, 2.9358], [-1.4270, -0.2828, 3.2137], [-0.0749, 0.0258, 3.1337], [1.8150, 4.5309, -1.4428], [2.1464, 6.6741, -0.2632], [2.5141, 6.6724, 2.2027], [2.5548, 4.5441, 3.4198], [0.5862, 1.9594, 5.1820], [1.1263, 2.7038, 7.4658], [3.4189, 3.4444, 8.0245], [5.1770, 3.4052, 6.2825], [4.6475, 2.6295, 4.0104], [-0.3093, 3.2833, 2.2445], [-2.7100, 2.7341, 2.3759], [-3.4298, 0.4422, 2.9751], [-1.7341, -1.2877, 3.4752], [0.6655, -0.7368, 3.3492], [3.8871, -1.6261, 1.6774], [2.8524, -1.7996, 1.0593], [2.5034, -1.1613, -0.0050], [1.9019, -2.8964, 1.5174], [2.4242, -3.8824, 2.3123], [1.6292, -4.9601, 2.7031], [0.3442, -5.0956, 2.2397], [-0.1863, -4.1054, 1.4256], [0.5175, -2.8967, 1.1253], [-0.0171, -1.8583, 0.6243], [-1.5217, -4.4074, 0.8863], [-1.9573, -3.7117, -0.0236], [-2.1392, -5.3476, 1.3587], [2.1753, -5.9915, 3.5819], [1.4495, -6.9189, 3.8968], [3.3264, -5.8662, 3.9548], [3.4560, -3.8026, 2.6243], [-0.2418, -5.9675, 2.4804], [-1.2634, 3.6282, -3.3439], [-1.1245, 2.6157, -2.2079], [-0.2957, 0.8917, -2.7060], [1.2693, 0.9450, -3.9130], [1.4318, 2.2074, -4.7516], [-1.6736, 0.0962, -3.8766], [-2.0934, -1.1063, -3.4711], [-1.2348, -1.5699, -1.7747], [-2.6082, -1.2105, -0.4303], [-2.9020, 0.2667, -0.2396], [0.0506, -2.9764, -2.2225], [1.3010, -2.5273, -2.9675], [-3.0849, -1.9799, -4.1459], [-3.6568, -1.6517, -5.3768], [-4.5788, -2.4883, -5.9802], [-4.9528, -3.6795, -5.3679], [-4.3950, -4.0208, -4.1463], [-3.4707, -3.1769, -3.5456], [-1.9357, 4.4376, -3.0470], [-1.6822, 3.1815, -4.2485], [-0.3134, 4.0833, -3.6162], [-2.1209, 2.3639, -1.8514], [-0.5832, 3.0412, -1.3644], [1.1417, 0.0780, -4.5636], [2.1762, 0.7826, -3.3293], [0.5386, 2.4462, -5.3302], [2.2572, 2.0890, -5.4587], [1.6640, 3.0702, -4.1271], [-2.0445, 0.5590, -4.7953], [-2.3096, -1.6776, 0.5003], [-3.4997, -1.7234, -0.8023], [-2.0214, 0.8341, 0.0702], [-3.6537, 0.4014, 0.5412], [-3.2909, 0.7183, -1.1520], [-0.5372, -3.6289, -2.8768], [0.3063, -3.5459, -1.3363], [1.0513, -2.0237, -3.9023], [1.9089, -3.4006, -3.2134], [1.9448, -1.8635, -2.3850], [-3.3729, -0.7299, -5.8675], [-5.0103, -2.2121, -6.9342], [-5.6712, -4.3352, -5.8426], [-4.6758, -4.9432, -3.6555], [-3.0533, -3.4661, -2.5848]], "e_homo_ev": [-5.28, -5.38], "total_charge": -1, "homo_lumo_gap_ev": [7.13, 7.13], "relative_energy_ev": 0.405, "s2": 6.0170, "lumo_ev": [1.8, 1.8], "spin_multiplicity": 5}

***

Entry 2:
{"formula": "C41H42F2N7O4S2Sn", "method": "wB97M-V/def2-TZVPD", "species": ["Sn", "O", "S", "O", "N", "C", "C", "C", "C", "C", "C", "C", "C", "N", "C", "C", "C", "C", "C", "C", "C", "H", "H", "H", "H", "H", "H", "H", "H", "H", "H", "H", "F", "C", "C", "C", "C", "C", "F", "C", "C", "C", "C", "C", "C", "N", "H", "H", "H", "H", "H", "H", "O", "N", "N", "O", "C", "C", "C", "C", "C", "C", "H", "H", "H", "H", "H", "C", "C", "C", "C", "N", "C", "S", "N", "C", "C", "C", "C", "H", "H", "H", "H", "H", "H", "H", "H", "H", "H", "H", "H", "H", "H", "H", "H", "H", "H", "H", "H"], "coordinates": [[0.5254, 1.5083, -0.2157], [2.8716, 0.7639, 3.2956], [2.5836, 0.4321, 1.9324], [1.5048, -0.4887, 1.6464], [2.1977, 1.7469, 1.0665], [2.6367, 3.0408, 1.3673], [3.7620, 3.3713, 2.0787], [4.0899, 4.7216, 2.3226], [3.3126, 5.7414, 1.8593], [2.1488, 5.4402, 1.1148], [1.2800, 6.4266, 0.6024], [0.1653, 6.0637, -0.1004], [-0.0848, 4.7007, -0.3078], [0.7060, 3.7579, 0.1543], [1.8171, 4.0941, 0.8685], [4.0412, -0.2311, 1.1868], [4.4199, -1.5155, 1.5609], [5.5531, -2.0726, 0.9952], [6.2971, -1.3523, 0.0676], [5.9146, -0.0694, -0.2909], [4.7797, 0.5013, 0.2710], [4.3929, 2.5927, 2.4829], [4.9810, 4.9391, 2.8959], [3.5670, 6.7748, 2.0525], [1.5093, 7.4707, 0.7762], [-0.5174, 6.7983, -0.5015], [-0.9524, 4.3812, -0.8722], [3.8272, -2.0676, 2.2788], [5.8568, -3.0723, 1.2756], [7.1797, -1.7947, -0.3754], [6.4951, 0.4907, -1.0120], [4.4746, 1.5005, -0.0125], [-2.1698, 1.0413, 4.4904], [-2.2251, 1.2820, 3.1773], [-1.0666, 1.1998, 2.4269], [-1.1564, 1.4274, 1.0671], [-2.3638, 1.7541, 0.4404], [-3.4897, 1.8194, 1.2598], [-4.6997, 2.1135, 0.7462], [-3.4477, 1.5916, 2.6186], [-2.3790, 1.9755, -1.0260], [-3.5168, 2.2316, -1.7886], [-3.3993, 2.3838, -3.1587], [-2.1574, 2.2813, -3.7651], [-1.0654, 2.0504, -2.9572], [-1.1809, 1.9150, -1.6345], [-0.1350, 0.9382, 2.9102], [-4.3452, 1.6592, 3.2166], [-4.4821, 2.2994, -1.3196], [-4.2837, 2.5768, -3.7516], [-2.0310, 2.3836, -4.8327], [-0.0640, 1.9814, -3.3568], [1.7297, 2.2705, -1.8450], [2.5938, 1.4430, -2.3255], [2.3853, 0.2461, -1.9895], [1.3698, -0.1083, -1.2226], [3.2679, -0.8068, -2.4235], [4.2205, -0.5443, -3.3985], [5.0659, -1.5705, -3.7786], [4.9543, -2.8276, -3.1946], [3.9911, -3.0621, -2.2271], [3.1311, -2.0476, -1.8294], [4.2954, 0.4360, -3.8455], [5.8122, -1.3881, -4.5399], [5.6176, -3.6252, -3.5015], [3.9018, -4.0401, -1.7739], [2.3746, -2.2078, -1.0746], [-2.9490, -4.0747, 3.9548], [-2.5174, -4.3879, 2.5257], [-1.3133, -3.5763, 2.0518], [-1.5163, -2.0660, 2.0930], [-2.6692, -1.6262, 1.3120], [-2.6594, -1.4131, -0.0154], [-1.2415, -1.4185, -0.9249], [-3.8682, -1.1492, -0.5655], [-4.1367, -1.1818, -1.9996], [-4.1661, -2.5759, -2.6175], [-5.2546, -3.5177, -2.1001], [-4.9794, -4.1366, -0.7295], [-3.7507, -4.7387, 4.2777], [-3.3155, -3.0505, 4.0620], [-2.1159, -4.1945, 4.6505], [-3.3574, -4.2312, 1.8417], [-2.2703, -5.4488, 2.4491], [-1.0528, -3.8602, 1.0293], [-0.4456, -3.8071, 2.6772], [-0.6346, -1.5589, 1.7096], [-1.6771, -1.7225, 3.1163], [-3.5677, -1.6852, 1.7673], [-4.6731, -1.2604, 0.0315], [-3.3720, -0.5836, -2.4939], [-5.0993, -0.6843, -2.1436], [-3.1832, -3.0354, -2.4864], [-4.3004, -2.4335, -3.6935], [-5.3592, -4.3312, -2.8207], [-6.2206, -3.0013, -2.0932], [-3.9636, -4.5357, -0.6825], [-5.6694, -4.9564, -0.5290], [-5.0890, -3.4235, 0.0891]], "e_homo_ev": -10.40, "total_charge": 1, "homo_lumo_gap_ev": 7.51, "relative_energy_ev": 0.000, "lumo_ev": -2.9, "spin_multiplicity": 1}

***

Entry 3:
{"formula": "C41H42GeN5O4PbS3", "method": "wB97M-V/def2-TZVPD", "species": ["Pb", "O", "C", "O", "C", "C", "C", "N", "C", "C", "C", "O", "O", "H", "H", "H", "S", "C", "C", "C", "C", "C", "C", "N", "C", "C", "C", "C", "C", "C", "C", "C", "N", "C", "C", "C", "C", "C", "S", "C", "H", "H", "H", "H", "H", "H", "H", "H", "H", "H", "H", "H", "C", "C", "C", "C", "N", "C", "S", "N", "C", "H", "H", "H", "H", "H", "H", "H", "H", "C", "C", "C", "C", "Ge", "C", "C", "C", "C", "H", "H", "H", "H", "H", "H", "H", "H", "H", "H", "H", "H", "H", "H", "H", "H", "H", "H", "H"], "coordinates": [[0.3705, -0.2415, -0.0188], [1.1998, 6.7347, 1.9993], [1.1633, 6.2086, 0.8867], [1.4663, 6.6161, -0.2557], [0.9462, 4.6969, 0.8734], [1.9005, 3.8245, 1.3956], [1.7484, 2.4689, 1.2169], [0.6838, 1.9567, 0.5905], [-0.2736, 2.7795, 0.1259], [-0.1763, 4.1440, 0.2465], [-1.4203, 2.1209, -0.6138], [-2.2747, 2.7949, -1.1471], [-1.3934, 0.8117, -0.6714], [2.7655, 4.2188, 1.9121], [2.4885, 1.7582, 1.5718], [-0.9442, 4.7765, -0.1775], [-0.9333, -4.3781, -4.1296], [-1.3840, -5.7637, -5.0160], [-2.2639, -6.5416, -4.3286], [-2.5782, -6.0044, -3.0559], [-1.9321, -4.8258, -2.7982], [-2.0188, -4.0006, -1.5912], [-1.1761, -2.8865, -1.4180], [-1.2026, -2.1125, -0.3542], [-2.0792, -2.3663, 0.6414], [-2.9706, -3.4444, 0.5627], [-3.9084, -3.6653, 1.6296], [-3.9539, -2.8419, 2.6954], [-3.0571, -1.7239, 2.8045], [-3.0986, -0.8189, 3.8756], [-2.2335, 0.2554, 3.9280], [-1.2963, 0.3612, 2.8794], [-1.2376, -0.4789, 1.8712], [-2.1121, -1.5027, 1.7968], [-2.2503, 1.2602, 4.9900], [-1.5902, 2.4612, 5.0197], [-1.8463, 3.2028, 6.1985], [-2.6938, 2.5532, 7.0427], [-3.1887, 1.0461, 6.4170], [-2.9192, -4.2586, -0.5763], [-0.9765, -5.9295, -6.0001], [-2.6720, -7.4639, -4.7133], [-3.2528, -6.4856, -2.3627], [-0.4579, -2.6125, -2.1850], [-4.5878, -4.5043, 1.5512], [-4.6724, -3.0053, 3.4884], [-3.8403, -0.9651, 4.6524], [-0.5695, 1.1653, 2.8753], [-0.9589, 2.8314, 4.2241], [-1.4250, 4.1756, 6.4019], [-3.0582, 2.8827, 8.0022], [-3.6095, -5.0890, -0.6537], [-2.3526, 3.0711, -4.3052], [-0.9607, 2.9816, -3.7913], [-0.1027, 4.0367, -3.6248], [1.1527, 3.8128, -3.0467], [1.5430, 2.5739, -2.6781], [0.7275, 1.5685, -2.8882], [1.1824, -0.0813, -2.5269], [-0.4997, 1.7613, -3.4356], [2.0876, 4.9291, -2.8001], [-2.5729, 4.0838, -4.6306], [-3.0370, 2.8032, -3.4980], [-2.5026, 2.3878, -5.1425], [-0.4121, 5.0330, -3.9026], [-1.1164, 0.9596, -3.4844], [1.8133, 5.8138, -3.3687], [3.1058, 4.6196, -3.0368], [2.0462, 5.2228, -1.7437], [6.5688, -1.8912, -1.2379], [6.3579, -1.1680, 0.0865], [5.1453, -1.6779, 0.8650], [3.8318, -1.4922, 0.0902], [2.2746, -1.6488, 1.2519], [1.4606, -3.4198, 1.3994], [2.4753, -4.5186, 1.7800], [2.5430, -4.8078, 3.2763], [2.9764, -3.6141, 4.1171], [7.5017, -1.5825, -1.7081], [5.7644, -1.6841, -1.9460], [6.6150, -2.9728, -1.0894], [6.2375, -0.0950, -0.0911], [7.2458, -1.2794, 0.7121], [5.0943, -1.1598, 1.8278], [5.2891, -2.7385, 1.0940], [3.7315, -2.2261, -0.7123], [3.8114, -0.5077, -0.3870], [2.4843, -0.9176, 2.5843], [1.0163, -3.6416, 0.4276], [0.6392, -3.3802, 2.1201], [3.4782, -4.2626, 1.4206], [2.2011, -5.4341, 1.2522], [3.2402, -5.6334, 3.4330], [1.5655, -5.1625, 3.6163], [3.9423, -3.2244, 3.7821], [3.0812, -3.8890, 5.1662], [2.2498, -2.7995, 4.0729]], "e_homo_ev": -9.95, "total_charge": 1, "homo_lumo_gap_ev": 6.35, "relative_energy_ev": 0.261, "lumo_ev": -3.6, "spin_multiplicity": 1}

***

Entry 4:
{"formula": "C41H43Br2F3O18S2", "method": "wB97M-V/def2-TZVPD", "species": ["C", "C", "C", "C", "C", "C", "C", "S", "C", "Br", "C", "C", "C", "O", "O", "C", "C", "C", "Br", "O", "S", "O", "O", "C", "C", "O", "C", "F", "F", "F", "C", "C", "C", "C", "C", "C", "H", "H", "H", "H", "H", "H", "H", "H", "H", "H", "H", "H", "H", "H", "H", "H", "H", "H", "H", "H", "H", "H", "H", "H", "H", "H", "H", "H", "H", "H", "H", "C", "C", "C", "O", "C", "C", "C", "O", "O", "O", "H", "H", "H", "H", "C", "C", "C", "O", "C", "C", "C", "O", "O", "O", "H", "H", "H", "H", "C", "C", "C", "O", "C", "C", "C", "O", "O", "O", "H", "H", "H", "H"], "coordinates": [[1.1170, -1.8454, 4.7676], [0.5901, -1.2475, 3.4763], [1.4979, -0.9277, 2.4831], [1.0311, -0.3584, 1.3303], [-0.3007, -0.0813, 1.1127], [-0.6780, 0.5642, -0.2044], [-0.6954, 2.1312, -0.2140], [-2.2731, 2.5462, 0.7106], [0.4558, 2.7794, 0.6211], [-0.0922, 4.2425, 1.8545], [1.7663, 3.1684, -0.1686], [2.0189, 4.6999, -0.2091], [3.1036, 5.1686, -1.1551], [3.5645, 4.5899, -2.1090], [3.6072, 6.4054, -0.7919], [2.9394, 2.5597, 0.6439], [4.2836, 2.4433, -0.1062], [5.3041, 3.4551, 0.4762], [5.0369, 0.6467, 0.3237], [1.8364, 2.5169, -1.4420], [0.7521, 2.9568, -2.5258], [0.9453, 2.0540, -3.6125], [0.8345, 4.3144, -2.9655], [-0.8674, 2.6525, -1.7116], [-1.6800, 3.9264, -1.8487], [-1.2487, 4.9755, -0.9549], [-1.6809, 6.2039, -1.2886], [-2.9043, 6.2178, -1.8421], [-0.8274, 6.8332, -2.1114], [-1.7471, 6.9447, -0.1677], [-1.5617, 1.5924, -2.6224], [-2.0442, 2.1034, -4.0119], [-3.5386, 2.5152, -4.0413], [-1.8692, 0.9739, -5.0588], [-1.1940, -0.4373, 2.0902], [-0.7365, -1.0123, 3.2480], [1.1022, -2.9361, 4.7254], [2.1680, -1.5551, 4.8447], [0.5971, -1.4381, 5.6345], [2.5671, -1.0819, 2.5756], [1.7390, -0.0778, 0.5527], [-0.0220, 0.1373, -0.9615], [-1.7085, 0.2582, -0.3650], [-3.2333, 2.0730, -0.1192], [0.7992, 2.0736, 1.3699], [1.1302, 5.2832, -0.4578], [2.3571, 4.9875, 0.7846], [3.5692, 6.9891, -1.5594], [3.0953, 3.1431, 1.5520], [2.6823, 1.5614, 0.9952], [4.2337, 2.4717, -1.1872], [4.8463, 4.4100, 0.7310], [6.1373, 3.5382, -0.2231], [5.7049, 2.9938, 1.3795], [-2.7421, 3.7515, -1.6812], [-1.6165, 4.3477, -2.8527], [-2.4628, 1.3072, -2.0700], [-0.9153, 0.7413, -2.8015], [-1.4089, 2.9258, -4.3440], [-3.6240, 3.5700, -3.7646], [-3.8502, 2.4748, -5.0872], [-4.1553, 1.8690, -3.4172], [-1.0609, 0.2817, -4.8130], [-2.7924, 0.4040, -5.1948], [-1.6136, 1.4140, -6.0263], [-2.2520, -0.2610, 1.9397], [-1.4426, -1.2963, 4.0227], [-0.6663, -5.6436, -2.1165], [-1.0680, -4.3659, -2.0968], [-0.2979, -3.3101, -1.3588], [-0.7048, -2.1617, -1.3929], [0.8963, -3.7063, -0.6312], [1.2971, -4.9838, -0.6474], [0.5429, -6.0365, -1.4071], [0.9695, -7.1760, -1.3958], [2.3807, -5.3999, 0.0030], [-2.1662, -3.9462, -2.7251], [-1.2051, -6.4114, -2.6432], [1.4304, -2.9376, -0.0891], [2.4458, -6.3577, -0.1736], [-2.2186, -2.9877, -2.5516], [1.7605, 3.2322, 4.8739], [1.1244, 3.2670, 6.0524], [1.8670, 3.1816, 7.3546], [1.2309, 3.2373, 8.3896], [3.3143, 3.0311, 7.3120], [3.9496, 2.9933, 6.1343], [3.2076, 3.1057, 4.8345], [3.8508, 3.0832, 3.7993], [5.2705, 2.8556, 6.0402], [-0.1975, 3.3797, 6.1455], [1.2314, 3.2953, 3.9298], [3.8374, 2.9534, 8.2545], [5.4727, 2.8597, 5.0854], [-0.3984, 3.3830, 7.1007], [-3.4241, -9.1329, -3.4774], [-3.9760, -10.3122, -3.1622], [-4.8700, -10.4705, -1.9656], [-5.3542, -11.5637, -1.7456], [-5.1080, -9.3053, -1.1263], [-4.5529, -8.1285, -1.4410], [-3.6819, -7.9661, -2.6510], [-3.2237, -6.8614, -2.8864], [-4.7358, -7.0323, -0.7075], [-3.7716, -11.4103, -3.8825], [-2.7809, -9.0062, -4.3369], [-5.7389, -9.4340, -0.2584], [-4.2304, -6.3256, -1.1532], [-4.2823, -12.1170, -3.4432]], "e_homo_ev": -9.24, "homo_lumo_gap_ev": 7.54, "lumo_ev": -1.7, "spin_multiplicity": 1}

***

Result set for molecular weight: 982.85 917.67 1044.83 1104.71 g mol⁻¹, one per record in the order listed.